Record 1
Formula: C3H7NO2
Source: OMol25
Level of theory: ωB97M-V/def2-TZVPD

Structure (XYZ):
```
13
C3H7NO2 | OMol25 | ωB97M-V/def2-TZVPD
O 1.2773 0.5827 -1.2346
N 1.3938 0.1581 1.1125
H -0.9069 1.6913 -0.2869
C 0.3719 -0.0356 -0.5729
H -2.1099 -1.1291 -0.2013
H 0.9926 -1.6548 -1.3292
H 1.7683 -0.6704 1.5687
H 1.9782 0.6120 0.2697
H 0.9881 0.8273 1.7586
C -0.9516 0.6115 -0.3420
O 0.2723 -1.3981 -0.7387
H -2.9920 0.4564 0.1415
C -2.0821 -0.0513 -0.1454
```

* LUMO: 0.02985 Eh
* ΔE to the lowest compared entry with this formula, charge and spin: 2.554 eV
* calculated total energy: -323.68711 a.u.
* orbital gap: 10.450 eV
* E_HOMO: -9.638 eV

Record 2
Formula: H26O17S
Source: OMol25
Level of theory: ωB97M-V/def2-TZVPD

Structure (XYZ):
```
44
H26O17S | OMol25 | ωB97M-V/def2-TZVPD
H 2.3710 2.2368 0.9106
O -0.2522 3.6303 1.4032
H -0.5991 2.6607 1.1526
H 2.5733 0.2241 -3.3415
H 0.3643 -3.3213 2.6461
O 2.3474 -1.7469 1.9351
O -2.9801 2.0010 -1.4681
O 2.9803 0.0024 -2.4704
O 2.9192 2.4210 0.0250
O 2.0374 -3.2626 -0.9424
H 1.8811 -1.3327 2.7021
O 0.4091 -1.2412 0.3835
H 0.8604 1.4462 2.2798
H -0.2756 3.6077 2.4061
H -2.5916 2.4596 -2.1670
H -1.5365 -3.6860 0.4232
H -3.9680 -0.4583 -1.0613
H -2.1579 -0.4569 2.9405
H 0.0935 -2.2721 1.4641
O -2.0701 -3.4668 -0.4642
H 1.3629 1.9813 3.6251
H 2.9019 -3.0192 -0.6689
O -1.5460 -0.7023 -3.2114
H 2.3063 0.2015 -1.9162
H -2.3918 1.3351 -1.2554
H -1.6428 -1.5631 -3.3675
O -0.4488 -2.7483 2.2208
H -1.3966 -0.6086 -2.2743
O 1.6682 1.4554 2.8506
H 0.9298 1.9741 -2.1563
O 0.8762 2.9043 -2.5140
H 1.3495 -2.6549 -0.5330
H -1.1497 0.5438 2.4049
O -1.2127 0.0991 -0.8609
O -2.0178 0.5020 2.7722
H -2.7156 -0.5044 -0.6036
O -0.1677 0.9294 1.0808
H -2.0803 -2.5669 -0.5905
O 1.0123 0.7528 -0.8779
H 2.2155 1.7793 -0.1979
H 1.6694 -1.6762 1.0743
O -3.5788 -0.9996 -0.4224
S 0.0172 0.1403 -0.0598
H 1.6334 3.0002 -3.2756
```

* LUMO: 0.19052 Eh
* net charge: -2
* ΔE to the lowest compared entry with this formula, charge and spin: 4.922 eV
* calculated total energy: -1692.89150 a.u.
* orbital gap: 9.576 eV
* E_HOMO: -4.391 eV

Record 3
Formula: C10H16O
Source: OMol25
Level of theory: ωB97M-V/def2-TZVPD

Structure (XYZ):
```
27
C10H16O | OMol25 | ωB97M-V/def2-TZVPD
H 0.2287 0.2291 1.3340
H 2.2009 0.3944 -2.9128
H -3.1285 -1.3128 -0.6950
H 0.5516 -1.0806 2.3986
H 1.5404 2.0113 -3.8197
C 0.1046 -2.2202 -0.6554
C -0.0402 0.1024 -1.2655
C 0.7183 1.4070 -1.7431
H 1.7040 -0.6439 -0.4311
H -0.5088 -0.4888 4.1356
O -1.1056 1.4893 3.3859
C -2.0117 -1.1215 -0.8966
H 0.5899 -3.1665 -0.2311
C -0.0393 0.5563 3.7117
C 1.3503 1.0420 -3.1327
H -1.8174 -3.0774 -0.2070
H -0.9755 1.9893 2.5842
C -1.4595 0.0613 -1.2746
H -2.0545 0.9909 -1.3745
H 1.4492 1.9910 -1.1115
H -0.2118 2.1504 -1.7709
H 0.4419 1.0584 4.5496
C 0.6572 0.0722 2.3556
C -1.2521 -2.2501 -0.6844
H 1.6133 0.4800 2.3351
C 0.6869 -0.9699 -0.8799
H 0.7678 0.3065 -3.7047
```

* LUMO: 0.02920 Eh
* ΔE to the lowest compared entry with this formula, charge and spin: 3.841 eV
* calculated total energy: -465.75664 a.u.
* orbital gap: 10.057 eV
* E_HOMO: -9.263 eV

Record 4
Formula: C3H7NS2
Source: OMol25
Level of theory: ωB97M-V/def2-TZVPD

Structure (XYZ):
```
13
C3H7NS2 | OMol25 | ωB97M-V/def2-TZVPD
H 1.9949 -0.5009 2.3931
S -1.0166 -1.0136 -2.2607
N -0.4464 -0.3936 -0.7723
H -0.1829 0.8280 2.8725
H -1.5323 -2.1559 -1.7672
C 1.0157 -0.9303 2.1921
C 0.0680 0.2410 1.9900
C -0.0577 0.7747 -0.6056
H 0.9603 -1.5425 1.2827
H -0.8710 -0.1680 1.7043
H 0.7380 -1.4463 3.0878
S 0.7644 1.3801 0.7558
H -0.1025 1.3649 -1.5469
```

* LUMO: 0.02779 Eh
* ΔE to the lowest compared entry with this formula, charge and spin: 1.413 eV
* calculated total energy: -969.58539 a.u.
* orbital gap: 9.166 eV
* E_HOMO: -8.410 eV

Record 5
Formula: CHF3NO4RhS2
Source: OMol25
Level of theory: ωB97M-V/def2-TZVPD

Structure (XYZ):
```
13
CHF3NO4RhS2 | OMol25 | ωB97M-V/def2-TZVPD
O -0.3576 1.3423 -0.0754
H 2.3225 2.7267 0.1961
F -2.2292 -1.9130 0.3016
O 2.0691 0.3473 -0.9712
C -1.9970 -0.7600 -0.2675
Rh 1.1185 2.2495 -0.9573
F -1.5856 -0.9122 -1.4998
S -0.6535 0.1301 0.7130
S 1.9544 -0.7146 0.0254
N 0.5792 -0.9898 0.6258
O -1.0603 0.2698 2.0835
F -3.0544 0.0117 -0.2206
O 2.8938 -1.7877 0.0463
```

* LUMO (alpha / beta): -0.43678 / -0.52229 Eh
* net charge: +2
* ΔE to the lowest compared entry with this formula, charge and spin: 0.000 eV
* calculated total energy: -1599.86821 a.u.
* 2S+1: 5
* orbital gap (alpha / beta): 8.756 / 6.889 eV
* E_HOMO (alpha / beta): -20.642 / -21.101 eV

Record 6
Formula: C3H9NO2S
Source: OMol25
Level of theory: ωB97M-V/def2-TZVPD

Structure (XYZ):
```
16
C3H9NO2S | OMol25 | ωB97M-V/def2-TZVPD
H 0.1555 -1.4598 -3.6052
H -0.9405 0.5625 2.1661
H 0.7400 -0.4213 0.3738
O -0.2343 -2.3054 -3.3302
H 2.1306 -1.0066 2.5479
N -0.7059 1.0745 -0.0043
H -1.2737 1.8852 0.4732
C 0.5439 0.6357 0.6236
H 0.6186 -2.7198 -3.1915
C -1.2483 0.4251 -1.0798
H 1.4393 1.1954 0.3144
H 0.5724 1.5958 2.6240
C 0.2375 0.7751 2.0239
H -0.8590 -0.5660 -1.3221
S 0.9417 -0.5733 3.1193
O -2.1179 0.9029 -1.7329
```

* LUMO: 0.01844 Eh
* ΔE to the lowest compared entry with this formula, charge and spin: 2.453 eV
* calculated total energy: -723.07820 a.u.
* orbital gap: 9.714 eV
* E_HOMO: -9.212 eV